(1)
{"formula": "C3H7N4", "method": "wB97M-V/def2-TZVPD", "smiles": "C/C=N\\C=N/N=[NH2+]", "lumo_ev": -4.8930, "spin_multiplicity": 1, "total_energy_ev": -9174.859, "charge": 1, "orbital_gap_ev": 9.67, "de_lowest_ev": 3.657, "homo_ha": -0.5351, "symbols": ["C", "C", "N", "C", "N", "N", "N", "H", "H", "H", "H", "H", "H", "H"], "positions_angstrom": [[-1.195, -0.977, -0.562], [-1.561, 0.033, 0.455], [-1.123, 1.224, 0.491], [-0.110, 1.736, -0.209], [0.937, 1.046, -0.442], [1.480, -0.045, -0.394], [2.199, -0.485, 0.570], [-0.332, -1.555, -0.221], [-2.009, -1.694, -0.686], [-0.949, -0.526, -1.519], [-2.279, -0.231, 1.223], [-0.154, 2.769, -0.527], [2.316, -0.008, 1.465], [2.780, -1.286, 0.356]], "mulliken_charge": [-1.19, 0.26, -0.40, 0.08, 0.13, -0.13, -0.19, 0.33, 0.34, 0.39, 0.43, 0.39, 0.27, 0.29]}

(2)
{"formula": "C3H7N4O", "method": "wB97M-V/def2-TZVPD", "smiles": "Nc1cn(O)c(=[NH2+])[nH]1", "lumo_ev": -3.1359, "spin_multiplicity": 1, "total_energy_ev": -11224.201, "charge": 1, "orbital_gap_ev": 9.10, "de_lowest_ev": 1.777, "homo_ha": -0.4498, "symbols": ["N", "C", "C", "N", "O", "C", "N", "N", "H", "H", "H", "H", "H", "H", "H"], "positions_angstrom": [[-2.161, 0.175, -1.390], [-1.086, 0.291, -0.585], [-0.768, 1.038, 0.507], [0.526, 0.694, 0.851], [1.181, 1.292, 1.858], [0.946, -0.269, 0.038], [2.052, -1.008, 0.172], [-0.052, -0.553, -0.804], [-3.136, 0.346, -1.202], [-2.001, -0.708, -1.865], [-1.364, 1.681, 1.060], [1.010, 0.695, 2.618], [2.728, -0.731, 0.756], [2.192, -1.606, -0.589], [-0.067, -1.335, -1.427]], "mulliken_charge": [-0.41, 0.36, -0.74, 0.28, -0.43, 0.36, -0.34, -0.10, 0.27, 0.21, 0.49, 0.38, 0.21, 0.21, 0.24]}

(3)
{"formula": "C3H7N4O2", "method": "wB97M-V/def2-TZVPD", "lumo_ev": [-5.1619, -6.5587], "spin_multiplicity": 1, "total_energy_ev": -13261.574, "charge": 1, "orbital_gap_ev": [10.25, 6.25], "de_lowest_ev": 11.576, "homo_ha": [-0.5664, -0.4709], "symbols": ["C", "C", "C", "N", "N", "N", "N", "O", "O", "H", "H", "H", "H", "H", "H", "H"], "positions_angstrom": [[0.188, -0.086, -1.401], [1.263, -0.020, -0.391], [0.724, -0.176, 0.995], [-1.326, 0.285, -0.258], [-1.659, 0.155, 1.882], [0.189, -0.017, -2.727], [-0.644, 0.557, 0.906], [-0.042, 0.447, -3.782], [0.037, -1.296, -2.199], [1.936, -0.737, -0.595], [1.816, 0.974, -0.602], [0.517, -1.168, 1.171], [1.341, 0.237, 1.665], [-2.441, -0.399, 1.420], [-1.313, -0.317, 2.746], [-0.588, 1.562, 1.169]], "mulliken_charge": [0.56, -0.56, -0.57, -0.72, -0.69, 0.59, 0.63, -0.48, -0.32, 0.43, 0.32, 0.36, 0.40, 0.33, 0.29, 0.43]}

(4)
{"formula": "C3H7N4OPS", "method": "wB97M-V/def2-TZVPD", "lumo_ev": 0.5903, "spin_multiplicity": 1, "total_energy_ev": -31358.057, "charge": 0, "orbital_gap_ev": 8.33, "de_lowest_ev": 0.526, "homo_ha": -0.2843, "symbols": ["C", "C", "C", "N", "N", "N", "N", "O", "P", "S", "H", "H", "H", "H", "H", "H", "H"], "positions_angstrom": [[-1.147, 0.747, 1.043], [-2.401, 0.293, 0.831], [-1.079, -0.987, -0.408], [-0.281, -0.073, 0.230], [-2.335, -0.785, -0.012], [1.872, 1.120, 0.781], [1.758, -0.080, -1.669], [1.865, -1.497, 0.647], [1.411, -0.288, -0.057], [-0.352, -2.054, -1.373], [-0.667, 1.493, 1.707], [-3.171, 0.834, 1.320], [-3.217, -1.167, -0.384], [1.873, 2.041, 0.396], [2.542, 0.812, 1.426], [1.138, 0.428, -2.270], [2.191, -0.837, -2.207]], "mulliken_charge": [-0.21, -0.49, 0.05, 0.14, -0.02, -0.54, -0.51, -0.65, 0.66, -0.48, 0.46, 0.37, 0.24, 0.20, 0.23, 0.27, 0.27]}

(5)
{"formula": "C3H7N4S", "method": "wB97M-V/def2-TZVPD", "lumo_ev": -5.4657, "spin_multiplicity": 1, "total_energy_ev": -20008.226, "charge": 1, "orbital_gap_ev": 8.04, "de_lowest_ev": 4.436, "homo_ha": -0.4963, "symbols": ["C", "C", "C", "N", "N", "N", "N", "S", "H", "H", "H", "H", "H", "H", "H"], "positions_angstrom": [[-0.335, 1.002, -1.122], [-0.160, -0.397, 0.863], [0.563, -1.645, 0.259], [0.579, -0.254, 2.106], [1.239, 0.695, 2.354], [0.599, 3.202, 1.667], [0.112, 0.715, 0.037], [1.452, 2.154, 1.001], [-0.019, 1.712, -1.832], [-1.156, 0.440, -1.418], [-1.247, -0.767, 1.195], [1.657, -1.430, 0.081], [0.163, -1.853, -0.660], [0.266, -2.470, 0.812], [0.817, 4.176, 1.616]], "mulliken_charge": [-0.14, 0.26, -1.20, -0.03, -0.11, -0.31, -0.24, 0.38, 0.27, 0.31, 0.32, 0.32, 0.47, 0.38, 0.32]}

(6)
{"formula": "C3H7N5", "method": "wB97M-V/def2-TZVPD", "smiles": "Nc1n[nH]c(N)c1N", "lumo_ev": 0.8925, "spin_multiplicity": 1, "total_energy_ev": -10674.327, "charge": 0, "orbital_gap_ev": 7.66, "de_lowest_ev": 0.674, "homo_ha": -0.2487, "symbols": ["N", "C", "N", "N", "C", "N", "C", "N", "H", "H", "H", "H", "H", "H", "H"], "positions_angstrom": [[2.407, 0.562, 0.158], [1.071, 0.674, 0.151], [0.431, 1.813, 0.409], [-0.869, 1.476, 0.298], [-1.085, 0.163, -0.027], [-2.322, -0.355, -0.210], [0.168, -0.394, -0.106], [0.431, -1.693, -0.373], [2.929, 1.331, 0.559], [2.851, -0.342, 0.227], [-1.565, 2.192, 0.458], [-3.116, 0.249, -0.403], [-2.387, -1.238, -0.714], [-0.303, -2.377, -0.225], [1.359, -2.061, -0.203]], "mulliken_charge": [-0.45, 0.19, -1.00, 0.29, -0.13, -0.49, 0.80, -0.53, 0.25, 0.16, 0.20, 0.21, 0.18, 0.16, 0.15]}